# C8H7Cl2F3O

An isolated molecule of C8H7Cl2F3O at a distorted geometry (the ωB97M-V functional and the def2-TZVPD basis, the OMol25 dataset).

The LUMO energy is 0.01677 Eh. As for the spin multiplicity: 1. The energy above the lowest of the compared OMol25 structures with the same formula, charge and spin is 0.0 kJ/mol. As for the SMILES: O[C@H]1C=CC[C@@H]2C(F)(F)[C@](F)(Cl)[C@@]21Cl. The energy comes out at -1604.22211 a.u. The gap between HOMO and LUMO comes out at 10.20 eV.

Positions of all 21 atoms, in Å:
F -1.56339 2.31879 -1.46734
F -1.38012 0.22266 -2.01750
F 1.00896 2.67470 -1.29818
Cl 1.53219 0.34213 -2.35685
Cl 1.17555 2.09638 1.52121
O 1.66962 -0.70702 1.88889
C -0.65240 -1.79977 0.05995
C 0.72775 -1.71041 0.01557
C -1.48232 -0.66194 0.59603
C 1.44279 -0.46404 0.48641
C -0.89433 1.16538 -1.18018
C 0.61780 1.34938 -1.16413
C -0.85724 0.74321 0.28604
C 0.66959 0.86551 0.28240
H 0.79689 -0.79067 2.32112
H -1.13313 -2.72288 -0.30338
H 1.29420 -2.54765 -0.38281
H -1.56988 -0.81395 1.67517
H -2.49977 -0.69596 0.17557
H 2.41117 -0.39228 -0.02338
H -1.31391 1.52844 0.88539